Entry 1:
{
  "formula": "C5H6O2S",
  "method": "wB97M-V/def2-TZVPD",
  "species": ["C", "C", "C", "C", "C", "H", "H", "H", "H", "H", "H", "O", "O", "S"],
  "xyz": [[1.82191, 0.13968, -0.28576], [0.87993, -0.93536, 0.22215], [-1.31770, -0.67583, -0.21879], [-1.41409, 0.85094, 0.01031], [-0.25542, 1.47857, -0.16232], [0.45009, -0.57770, 1.26307], [1.19696, -2.01783, 0.23584], [-1.37165, -1.38863, 0.68265], [-2.16041, -0.92154, -0.94843], [-2.25587, 1.38837, 0.48946], [-0.05059, 2.46649, 0.23215], [-0.06610, -1.08019, -0.77520], [1.06924, 1.20056, -0.60354], [3.47369, 0.07246, -0.14160]],
  "forces_ev_per_angstrom": [[0.446, -0.864, 1.959], [1.025, -1.645, 0.965], [-2.178, -1.059, -0.873], [1.996, -1.970, 0.387], [1.036, 1.914, 1.108], [0.853, -0.772, -1.923], [1.096, 1.485, 0.999], [-0.879, 1.603, -0.738], [1.219, -0.209, 0.864], [0.662, -0.578, -0.519], [-1.022, 0.448, -0.375], [-2.792, 1.306, -0.475], [0.359, -0.074, -0.688], [-1.821, 0.415, -0.691]],
  "smiles": "S=C1COCC=CO1"
}



Entry 2:
{
  "formula": "C18H48N2O7",
  "method": "wB97M-V/def2-TZVPD",
  "species": ["O", "H", "H", "O", "H", "H", "O", "H", "H", "O", "H", "H", "O", "H", "H", "C", "C", "C", "C", "C", "C", "N", "O", "C", "C", "C", "H", "H", "H", "H", "H", "H", "H", "H", "H", "H", "H", "H", "H", "H", "H", "H", "H", "H", "H", "C", "C", "C", "C", "C", "C", "N", "O", "C", "C", "C", "H", "H", "H", "H", "H", "H", "H", "H", "H", "H", "H", "H", "H", "H", "H", "H", "H", "H", "H"],
  "xyz": [[2.99403, -2.43954, -1.95583], [3.82207, -2.89221, -2.21067], [3.00637, -2.43539, -1.00069], [0.60537, 0.78200, -5.37231], [1.28774, 0.36101, -5.93030], [-0.08666, 1.00319, -6.05148], [3.75646, 1.12583, -2.52863], [3.61677, 0.37182, -1.95548], [3.30695, 0.88056, -3.36297], [1.43513, 1.98421, -1.06911], [1.09807, 1.34295, -1.69555], [2.37750, 2.14161, -1.31544], [1.04610, -0.38326, -2.90447], [0.59529, -0.45448, -3.76138], [1.24023, -1.29157, -2.61510], [-2.90155, 1.06555, -2.29392], [-3.02116, -0.04930, -1.25769], [-3.45046, 0.67606, 0.03590], [-3.85333, -0.20442, 1.18721], [-5.06582, -0.99798, 0.63938], [-4.73427, -1.79439, -0.71662], [-4.19150, -0.83802, -1.65459], [-3.83700, -1.57040, -2.84839], [-3.95318, -3.10689, -0.46486], [-6.08028, -2.20095, -1.14658], [-1.73068, -0.86003, -1.18777], [-2.68519, 0.60080, -3.27968], [-2.10063, 1.79727, -2.12726], [-3.89972, 1.51797, -2.35618], [-2.60071, 1.28986, 0.29858], [-4.25698, 1.38190, -0.23912], [-4.15055, 0.38160, 2.07428], [-3.02591, -0.84166, 1.48930], [-5.77721, -0.20512, 0.32081], [-5.57801, -1.71703, 1.33119], [-3.05141, -2.90766, 0.14342], [-4.50778, -3.89745, 0.01167], [-3.71322, -3.61096, -1.39713], [-6.74856, -1.40401, -1.46236], [-6.03249, -2.94157, -1.97189], [-6.59521, -2.69347, -0.30708], [-1.79745, -1.77966, -1.79268], [-1.45616, -1.21012, -0.20383], [-0.91283, -0.31664, -1.66310], [-4.61724, -1.49480, -3.42164], [0.61110, -0.40637, 2.42967], [1.60187, 0.73229, 2.54683], [2.09059, 0.74168, 3.98421], [3.39524, 1.52687, 4.11173], [4.49230, 0.86829, 3.25326], [4.09017, 0.88153, 1.76754], [2.77280, 0.17880, 1.75240], [2.41175, -0.05930, 0.41014], [4.17328, 2.30254, 1.13444], [5.03082, -0.05079, 1.00424], [1.01762, 2.04524, 2.14621], [0.32314, -0.61411, 1.37359], [1.07664, -1.26579, 2.84626], [-0.32402, -0.17358, 2.95386], [1.27740, 1.07785, 4.65001], [2.29466, -0.33383, 4.23847], [3.22617, 2.54298, 3.75691], [3.72264, 1.58991, 5.14919], [4.60512, -0.20305, 3.56688], [5.42653, 1.39639, 3.36623], [3.92755, 2.27489, 0.10270], [5.22191, 2.58825, 1.09104], [3.60739, 3.05520, 1.66151], [6.06013, 0.24791, 1.24063], [4.82645, 0.03933, -0.06310], [4.87178, -1.08195, 1.31074], [0.00152, 2.17929, 2.57380], [1.59032, 2.88102, 2.50535], [0.82779, 2.09611, 1.08140], [1.97442, 0.77720, 0.04389]],
  "forces_ev_per_angstrom": [[0.678, -0.385, -0.615], [-0.687, 0.357, 0.145], [-0.068, 0.189, 0.565], [-0.583, -0.080, -1.758], [-0.264, 0.261, 0.478], [0.811, -0.206, 1.135], [-0.017, 0.265, -0.825], [-0.152, -0.494, 0.191], [0.185, 0.139, 0.786], [0.746, 0.762, 0.376], [0.031, -0.415, -0.643], [-0.993, -0.250, -0.301], [0.048, -0.411, -0.109], [0.105, 0.232, 0.244], [0.107, 0.375, -0.071], [-0.100, -0.580, -1.301], [-0.426, 0.424, 0.278], [0.702, 0.518, -0.215], [-1.070, -0.611, -0.094], [0.583, -0.189, -0.518], [-0.272, 0.225, 2.654], [0.061, -0.279, -0.794], [-0.357, 0.055, -0.248], [1.061, 0.628, 0.140], [-1.924, -1.551, -1.144], [0.257, -0.565, -0.658], [-0.137, 0.295, 0.452], [-0.314, -0.177, 0.386], [0.422, 0.288, -0.133], [0.358, 0.337, 0.235], [0.186, -0.407, 0.216], [0.131, -0.133, -0.363], [0.087, -0.221, 0.048], [0.028, -0.633, 0.325], [0.627, 0.732, -0.427], [-0.257, -0.321, -0.453], [-0.708, 0.199, 0.746], [0.511, 0.457, -0.323], [0.214, 0.382, -0.077], [-0.113, 0.302, 0.313], [0.167, -0.046, -0.324], [-0.263, 0.370, 0.114], [0.127, 0.225, 0.469], [0.042, 0.106, 0.490], [0.314, 0.162, 0.313], [-1.530, 0.586, -1.051], [0.897, -1.668, -0.157], [0.454, -0.877, 0.482], [0.060, -0.287, -0.006], [-0.923, -0.314, 0.051], [-0.414, -0.477, 0.381], [0.120, 1.071, 0.150], [-0.803, 0.908, -0.674], [0.566, -0.954, 0.848], [0.202, 0.547, 0.043], [-1.369, 0.412, -0.191], [0.318, 0.164, 0.709], [0.150, -0.931, 0.258], [0.183, -0.066, 0.155], [0.373, 0.111, -0.194], [-0.101, 0.906, 0.024], [0.117, 0.188, 0.136], [-0.040, 0.019, 0.072], [0.069, 0.884, -0.219], [0.450, 0.079, 0.127], [-0.718, -0.068, -0.955], [0.208, 0.155, 0.405], [-0.141, 0.185, 0.027], [-0.078, -0.150, -0.295], [0.332, -0.097, 0.029], [-0.008, -0.048, 0.067], [0.513, -0.288, 0.114], [0.334, 0.443, -0.177], [0.324, 0.269, -0.246], [0.569, -1.029, 0.376]],
  "smiles": "CC1(C)CCCC(C)(C)N1O.CC1(C)CCCC(C)(C)N1O.O.O.O.O.O"
}



Entry 3:
{
  "formula": "C23H25NO5",
  "method": "wB97M-V/def2-TZVPD",
  "species": ["C", "C", "C", "C", "C", "H", "H", "C", "C", "C", "C", "C", "C", "C", "O", "H", "H", "O", "C", "O", "C", "C", "H", "C", "O", "N", "C", "C", "C", "C", "C", "C", "O", "C", "H", "H", "H", "H", "H", "H", "H", "H", "H", "H", "H", "H", "H", "H", "H", "H", "H", "H", "H", "H"],
  "xyz": [[-3.49965, 4.01111, 0.34951], [-4.96391, 3.77855, 0.70410], [-5.54788, 2.52102, 0.05924], [-4.94000, 1.22921, 0.60093], [-5.60191, -0.00383, -0.00751], [-6.66794, 0.00205, 0.22880], [-5.50150, 0.02554, -1.09352], [-4.99074, -1.31165, 0.51436], [-3.54892, -1.43687, 0.12226], [-2.52906, -1.15874, 1.00198], [-1.18246, -1.23963, 0.62450], [-0.87353, -1.62230, -0.68972], [-1.89182, -1.90946, -1.59131], [-3.21579, -1.81686, -1.19539], [-4.22601, -2.09411, -2.05054], [-3.87145, -2.36596, -2.90633], [-1.62994, -2.20700, -2.59624], [0.40216, -1.73862, -1.11743], [1.47948, -1.48072, -0.31370], [2.57675, -1.68111, -0.77035], [1.18511, -1.00666, 1.03865], [-0.09017, -0.94297, 1.49028], [-0.28593, -0.64358, 2.51040], [2.33199, -0.74699, 1.96467], [2.37325, -1.24415, 3.07261], [3.32012, 0.05926, 1.50744], [3.37583, 0.79282, 0.31979], [2.27175, 1.44683, -0.20320], [2.37211, 2.15405, -1.39015], [3.58475, 2.22618, -2.04562], [4.70870, 1.61168, -1.51433], [4.61989, 0.89800, -0.32997], [5.65925, 0.27438, 0.29483], [6.90931, 0.24885, -0.34963], [7.56102, -0.33649, 0.29719], [6.84257, -0.23415, -1.32871], [7.32363, 1.25610, -0.46437], [5.64732, 1.68848, -2.03955], [3.66915, 2.76970, -2.97431], [1.50228, 2.64934, -1.79354], [1.33099, 1.40651, 0.32469], [4.18776, 0.01883, 2.02940], [-2.76243, -0.86965, 2.01573], [-5.54756, -2.14884, 0.09060], [-5.07863, -1.34466, 1.60117], [-5.05829, 1.20483, 1.68710], [-3.87210, 1.20483, 0.37909], [-6.62619, 2.50428, 0.23722], [-5.39356, 2.56667, -1.02144], [-5.54672, 4.64139, 0.37300], [-5.06744, 3.70822, 1.78928], [-3.15716, 4.95700, 0.76307], [-2.86920, 3.22057, 0.74832], [-3.37076, 4.04295, -0.73035]],
  "forces_ev_per_angstrom": [[-0.204, 0.022, 0.143], [0.004, -0.057, -0.249], [0.138, 0.049, 0.359], [-0.301, 0.045, -0.384], [0.180, -0.008, 0.287], [-0.063, 0.024, -0.062], [-0.069, 0.010, -0.066], [-0.137, 0.104, -0.272], [-0.198, -0.157, -0.095], [0.201, -0.125, -0.352], [0.055, -0.128, -0.493], [-0.761, 0.125, 0.507], [0.178, 0.010, -0.018], [0.611, 0.115, 0.387], [-0.230, -0.046, -0.135], [-0.017, 0.040, 0.127], [0.036, -0.039, -0.125], [-0.107, -0.064, -0.297], [0.670, -0.105, -0.060], [-0.493, -0.032, 0.175], [-0.500, -0.197, 0.274], [0.705, -0.009, -0.196], [0.047, -0.002, 0.134], [-0.120, -0.046, -0.038], [-0.088, -0.047, 0.125], [0.611, 0.137, 0.236], [0.108, 0.269, -0.270], [0.198, 0.074, 0.092], [-0.008, 0.003, -0.126], [-0.127, 0.045, -0.042], [0.211, -0.123, 0.114], [-0.246, 0.019, 0.055], [-0.451, 0.026, 0.091], [0.267, 0.004, -0.088], [-0.005, 0.054, -0.086], [-0.013, 0.027, 0.028], [-0.033, -0.051, -0.007], [0.109, -0.017, -0.006], [0.016, 0.055, -0.072], [-0.073, 0.048, -0.035], [-0.019, 0.049, 0.046], [-0.211, -0.082, 0.040], [-0.069, 0.042, 0.139], [-0.034, -0.053, 0.137], [-0.013, -0.067, 0.029], [0.067, -0.002, 0.117], [0.060, 0.014, 0.081], [-0.049, -0.029, -0.080], [-0.056, -0.003, -0.090], [-0.024, 0.029, 0.092], [-0.078, 0.049, 0.048], [0.118, 0.063, 0.005], [0.136, -0.063, 0.007], [0.071, 0.006, -0.130]],
  "smiles": "CCCCCCc1cc2cc(C(=O)Nc3ccccc3OC)c(=O)oc2cc1O"
}



Entry 4:
{
  "formula": "C9H13N2O",
  "method": "wB97M-V/def2-TZVPD",
  "species": ["C", "C", "C", "C", "C", "C", "C", "C", "C", "N", "N", "O", "H", "H", "H", "H", "H", "H", "H", "H", "H", "H", "H", "H", "H"],
  "xyz": [[-4.10078, -0.50925, 0.42860], [-2.96335, -0.47059, 1.18347], [-3.84422, -0.02966, -0.80205], [-1.98986, -0.09392, 0.28985], [1.74473, -0.93913, -0.17280], [0.34911, -0.42104, -0.48448], [-0.55489, 0.03631, 0.57464], [4.08749, -0.80896, 0.09954], [1.19191, 1.95660, -0.17636], [2.80712, -0.28690, -0.31887], [0.03194, 0.98696, -0.42396], [-2.56303, 0.18741, -0.93585], [-5.16007, -0.65231, 0.76492], [-2.81685, -0.96446, 2.20405], [-4.60765, -0.10878, -1.61895], [1.86156, -1.94842, 0.40383], [0.00376, -0.93352, -1.46331], [-0.24997, 0.17891, 1.57671], [4.01458, -1.80782, 0.39430], [4.65355, -0.92465, -0.84099], [4.42286, -0.12465, 0.88114], [1.14829, 2.72707, -1.02932], [1.10944, 2.45792, 0.80980], [2.13721, 1.35969, -0.18996], [-0.71289, 1.13320, -1.15393]],
  "forces_ev_per_angstrom": [[-4.590, 0.568, 0.218], [2.567, -1.463, 1.399], [-3.303, -1.617, -0.471], [-1.121, -0.298, 2.127], [0.832, -1.337, 2.020], [1.667, -2.856, -2.054], [-1.348, 0.264, -2.477], [-0.522, 0.719, -1.516], [-0.394, 1.428, -0.784], [-0.617, 0.123, -0.623], [0.668, 1.028, -0.776], [3.222, 0.464, -0.040], [1.356, -0.265, -0.260], [-0.130, 1.309, -1.566], [1.557, 0.808, 0.387], [-0.957, 1.278, -1.193], [-0.079, 0.787, 1.991], [0.346, -0.106, 0.827], [-0.262, -1.712, 1.297], [0.518, 0.935, 0.677], [0.745, -0.298, -0.415], [0.135, -1.194, 1.440], [-0.462, -0.283, -0.701], [-1.018, 0.802, -0.355], [1.192, 0.918, 0.848]],
  "smiles": "C/N=C/[C@H]1[C@H](c2ccco2)[N@H+]1C",
  "total_charge": 1
}



no.,DFT total energy (a.u.),E_HOMO (eV)
1,-742.66382,-8.842
2,-1350.73372,-8.159
3,-1322.42849,-8.165
4,-535.10730,-12.415